(1)
Entry from OMol25: C5H9Cl in the gas phase (the ωB97M-V functional and the def2-TZVPD basis).

- 2S+1: 1
- Charge: 0
- F_max: 0.0852 Eh/bohr
- SMILES: CC1(CCl)CC1
- Energy relative to the best compared isomer or geometry (same formula, charge and spin): 0.9969 eV
- HOMO-LUMO gap: 11.05 eV

Bonds (Å) are listed after each position.
Positions of all 15 atoms, in Å:
1 C -0.03 1.56 -0.22  C2 1.555, H7 1.027, H8 1.120, H9 1.008
2 C -0.01 0.04 0.12  C1 1.555, C3 1.467, C5 1.492, C6 1.529
3 C 1.18 -0.39 0.84  C2 1.467, Cl4 1.802, H10 1.120, H11 1.117
4 Cl 2.57 -0.24 -0.30  C3 1.802
5 C -1.29 -0.70 0.32  C2 1.492, C6 1.492, H12 1.049, H13 1.079
6 C -0.54 -0.91 -0.96  C2 1.529, C5 1.492, H14 1.103, H15 1.081
7 H 0.53 1.70 -1.07  C1 1.027
8 H 0.41 2.14 0.63  C1 1.120
9 H -1.00 1.84 -0.34  C1 1.008
10 H 1.40 0.37 1.64  C3 1.120
11 H 1.16 -1.48 1.07  C3 1.117
12 H -2.19 -0.15 0.28  C5 1.049
13 H -1.20 -1.52 1.01  C5 1.079
14 H -0.06 -1.87 -1.21  C6 1.103
15 H -0.92 -0.38 -1.81  C6 1.081

=====

(2)
Entry from OMol25: 7 unconnected molecules or ions with the total composition C28H75N5O11 (the ωB97M-V functional and the def2-TZVPD basis).

- 2S+1: 1
- Charge: 0
- F_max: 0.0331 Eh/bohr
- SMILES: COC[C@H](C)N.COC[C@H](C)N.COC[C@H](C)N.COCCNCCOC.COCCNCCOC.OCCO.OCCO
- Energy relative to the best compared isomer or geometry (same formula, charge and spin): 0.0000 eV
- HOMO-LUMO gap: 9.03 eV

Bonds (Å) are listed after each position.
Positions of all 119 atoms, in Å:
1 C -4.16 -3.20 -2.58  O2 1.399, H7 1.090, H8 1.093, H9 1.099
2 O -3.56 -3.69 -1.41  C1 1.399, C3 1.414
3 C -3.41 -5.10 -1.41  O2 1.414, C4 1.526, H10 1.097, H11 1.093
4 C -4.58 -5.83 -0.76  C3 1.526, C5 1.547, N6 1.472, H12 1.095
5 C -4.42 -7.37 -0.88  C4 1.547, H13 1.093, H14 1.095, H15 1.088
6 N -5.92 -5.35 -1.15  C4 1.472, H16 1.008, H17 1.013
7 H -4.58 -2.22 -2.36  C1 1.090
8 H -4.98 -3.80 -2.98  C1 1.093
9 H -3.46 -3.07 -3.41  C1 1.099
10 H -3.24 -5.46 -2.43  C3 1.097
11 H -2.57 -5.38 -0.76  C3 1.093
12 H -4.55 -5.60 0.31  C4 1.095
13 H -4.17 -7.83 0.07  C5 1.093
14 H -3.60 -7.65 -1.55  C5 1.095
15 H -5.35 -7.83 -1.22  C5 1.088
16 H -6.64 -5.67 -0.52  N6 1.008
17 H -6.12 -5.65 -2.09  N6 1.013
18 C 5.52 2.05 -1.69  O19 1.400, H24 1.091, H25 1.097, H26 1.103
19 O 5.35 2.35 -3.04  C18 1.400, C20 1.402
20 C 4.08 2.91 -3.28  O19 1.402, C21 1.539, H27 1.098, H28 1.100
21 C 3.98 3.13 -4.80  C20 1.539, C22 1.519, N23 1.440, H29 1.103
22 C 5.02 4.12 -5.30  C21 1.519, H30 1.091, H31 1.090, H32 1.092
23 N 2.64 3.54 -5.14  C21 1.440, H33 1.008, H34 1.007
24 H 5.64 2.92 -1.03  C18 1.091
25 H 6.40 1.40 -1.60  C18 1.097
26 H 4.76 1.36 -1.29  C18 1.103
27 H 3.26 2.27 -2.96  C20 1.098
28 H 3.95 3.89 -2.80  C20 1.100
29 H 4.24 2.12 -5.16  C21 1.103
30 H 4.82 4.47 -6.31  C22 1.091
31 H 5.98 3.61 -5.31  C22 1.090
32 H 5.09 4.98 -4.63  C22 1.092
33 H 2.45 3.80 -6.09  N23 1.008
34 H 1.89 2.94 -4.83  N23 1.007
35 C 2.12 3.39 6.09  O36 1.404, H41 1.092, H42 1.092, H43 1.097
36 O 2.05 2.90 4.78  C35 1.404, C37 1.433
37 C 2.65 1.60 4.66  O36 1.433, C38 1.508, H44 1.098, H45 1.103
38 C 2.82 1.23 3.21  C37 1.508, C39 1.517, N40 1.495, H46 1.100
39 C 1.65 0.50 2.57  C38 1.517, H47 1.092, H48 1.090, H49 1.091
40 N 4.05 0.40 3.03  C38 1.495, H50 1.013, H51 1.014
41 H 2.07 2.64 6.89  C35 1.092
42 H 1.28 4.08 6.22  C35 1.092
43 H 3.03 3.99 6.20  C35 1.097
44 H 3.59 1.55 5.21  C37 1.098
45 H 1.98 0.88 5.16  C37 1.103
46 H 3.00 2.11 2.57  C38 1.100
47 H 1.91 0.35 1.52  C39 1.092
48 H 0.73 1.07 2.50  C39 1.090
49 H 1.50 -0.48 3.03  C39 1.091
50 H 4.88 0.98 2.98  N40 1.013
51 H 3.97 -0.07 2.13  N40 1.014
52 C -0.91 1.83 -4.24  O53 1.404, H61 1.092, H62 1.099, H63 1.093
53 O -0.95 1.64 -2.85  C52 1.404, C54 1.413
54 C -1.12 2.84 -2.13  O53 1.413, C55 1.521, H64 1.094, H65 1.097
55 C -0.42 2.66 -0.79  C54 1.521, N56 1.472, H66 1.089, H67 1.107
56 N 1.01 2.99 -0.85  C55 1.472, C57 1.456, H68 1.014
57 C 1.62 3.47 0.38  N56 1.456, C58 1.534, H69 1.092, H70 1.086
58 C 1.42 4.97 0.60  C57 1.534, O59 1.393, H71 1.102, H72 1.105
59 O 2.43 5.63 -0.10  C58 1.393, C60 1.415
60 C 2.18 7.02 -0.21  O59 1.415, H73 1.103, H74 1.087, H75 1.092
61 H 0.00 2.31 -4.62  C52 1.092
62 H -1.81 2.36 -4.58  C52 1.099
63 H -0.99 0.87 -4.75  C52 1.093
64 H -2.19 3.01 -1.95  C54 1.094
65 H -0.66 3.71 -2.60  C54 1.097
66 H -0.57 1.66 -0.39  C55 1.089
67 H -0.90 3.38 -0.09  C55 1.107
68 H 1.11 3.69 -1.58  N56 1.014
69 H 2.69 3.40 0.20  C57 1.092
70 H 1.27 2.95 1.27  C57 1.086
71 H 1.36 5.19 1.68  C58 1.102
72 H 0.43 5.31 0.25  C58 1.105
73 H 1.23 7.21 -0.73  C60 1.103
74 H 2.92 7.47 -0.87  C60 1.087
75 H 2.11 7.45 0.79  C60 1.092
76 C -7.15 -0.75 5.86  O77 1.412, H85 1.097, H86 1.099, H87 1.087
77 O -6.08 -1.09 5.00  C76 1.412, C78 1.406
78 C -6.40 -2.00 3.98  O77 1.406, C79 1.522, H88 1.101, H89 1.103
79 C -5.32 -1.98 2.90  C78 1.522, N80 1.458, H90 1.101, H91 1.095
80 N -4.13 -2.73 3.26  C79 1.458, C81 1.439, H92 1.007
81 C -3.40 -3.27 2.14  N80 1.439, C82 1.533, H93 1.092, H94 1.099
82 C -2.34 -2.36 1.51  C81 1.533, O83 1.425, H95 1.098, H96 1.092
83 O -1.37 -1.94 2.47  C82 1.425, C84 1.410
84 C -1.62 -0.67 3.04  O83 1.410, H97 1.101, H98 1.086, H99 1.090
85 H -7.32 -1.53 6.62  C76 1.097
86 H -8.06 -0.65 5.26  C76 1.099
87 H -6.95 0.19 6.36  C76 1.087
88 H -7.39 -1.76 3.56  C78 1.101
89 H -6.48 -3.05 4.32  C78 1.103
90 H -5.10 -0.93 2.66  C79 1.101
91 H -5.84 -2.42 2.04  C79 1.095
92 H -3.62 -2.17 3.92  N80 1.007
93 H -4.04 -3.64 1.34  C81 1.092
94 H -2.85 -4.17 2.45  C81 1.099
95 H -2.80 -1.47 1.07  C82 1.098
96 H -1.76 -2.98 0.82  C82 1.092
97 H -1.71 0.04 2.20  C84 1.101
98 H -0.76 -0.32 3.60  C84 1.086
99 H -2.50 -0.70 3.68  C84 1.090
100 O 4.26 -4.64 -1.61  C101 1.417, H104 0.963
101 C 5.18 -3.64 -1.21  O100 1.417, C102 1.506, H105 1.095, H106 1.093
102 C 4.60 -2.26 -1.30  C101 1.506, O103 1.430, H107 1.094, H108 1.099
103 O 3.45 -2.20 -0.45  C102 1.430, H109 0.967
104 H 3.55 -4.67 -0.97  O100 0.963
105 H 5.57 -3.87 -0.21  C101 1.095
106 H 6.02 -3.69 -1.90  C101 1.093
107 H 4.25 -2.06 -2.31  C102 1.094
108 H 5.37 -1.55 -0.95  C102 1.099
109 H 2.96 -1.39 -0.67  O103 0.967
110 O -0.83 -1.93 -2.28  C111 1.414, H114 0.964
111 C -0.03 -1.03 -1.54  O110 1.414, C112 1.515, H115 1.087, H116 1.102
112 C 1.27 -0.82 -2.28  C111 1.515, O113 1.417, H117 1.096, H118 1.090
113 O 2.15 0.03 -1.57  C112 1.417, H119 0.968
114 H -1.40 -2.40 -1.66  O110 0.964
115 H -0.50 -0.08 -1.29  C111 1.087
116 H 0.22 -1.51 -0.58  C111 1.102
117 H 1.02 -0.39 -3.26  C112 1.096
118 H 1.71 -1.80 -2.45  C112 1.090
119 H 1.91 0.96 -1.73  O113 0.968